Entry 1:
{
  "formula": "C13H27AlO14P",
  "method": "ωB97M-V/def2-TZVPD",
  "e_lumo_ev": [4.49, 4.49],
  "total_charge": -2,
  "energy_ev": -58468.444,
  "spin_multiplicity": 2,
  "homo_lumo_gap_ev": [5.4, 5.4],
  "largest_force_ev_per_a": 6.0,
  "species": ["Al", "P", "O", "O", "O", "O", "C", "O", "H", "H", "H", "C", "C", "O", "C", "O", "O", "C", "H", "H", "H", "H", "H", "H", "H", "H", "C", "C", "O", "C", "O", "O", "C", "H", "H", "H", "H", "H", "H", "H", "H", "C", "C", "O", "C", "O", "O", "C", "H", "H", "H", "H", "H", "H", "H", "H"],
  "positions_angstrom": [[31.0128, -13.8005, -12.8433], [34.2017, -14.0899, -12.6042], [35.7569, -14.2077, -12.5318], [33.7592, -12.6389, -13.0146], [33.3621, -14.3051, -11.2456], [33.4418, -14.9588, -13.6527], [26.7223, -14.0484, -12.6544], [28.0817, -14.3096, -12.7935], [26.2007, -13.7632, -13.5680], [26.1113, -14.7550, -12.0928], [26.6212, -13.1220, -12.0891], [26.9389, -10.8939, -14.0299], [27.6501, -10.0471, -12.9968], [28.7880, -9.3430, -13.5946], [29.9128, -9.8934, -13.8466], [30.2164, -11.0750, -13.5918], [30.7483, -9.0370, -14.4644], [32.1138, -9.3877, -14.7418], [27.5234, -11.7215, -14.4318], [26.8560, -10.2975, -14.9386], [25.9813, -11.3264, -13.7402], [27.9289, -10.6961, -12.1666], [26.9284, -9.3477, -12.5750], [32.1617, -10.0907, -15.5734], [32.6564, -9.7179, -13.8560], [32.6613, -8.4952, -15.0447], [33.6551, -17.5480, -17.2761], [32.6801, -16.8004, -16.3540], [31.3292, -17.0834, -16.7110], [30.3058, -16.5564, -15.9766], [30.4567, -15.7060, -15.0814], [29.1716, -16.9565, -16.4510], [27.9020, -16.3716, -15.9883], [34.6116, -17.8572, -16.8546], [33.9753, -16.9567, -18.1340], [33.2481, -18.5326, -17.5063], [32.8242, -15.7241, -16.4484], [32.8671, -17.1484, -15.3381], [27.4177, -16.9417, -15.1954], [27.2150, -16.5438, -16.8169], [27.9925, -15.3190, -15.7205], [28.7338, -10.7773, -17.3121], [28.9587, -12.2568, -17.4232], [30.3401, -12.4949, -17.8273], [31.2796, -12.6844, -16.8511], [31.0129, -12.9168, -15.6717], [32.5196, -12.3840, -17.4204], [33.7026, -12.4940, -16.5273], [29.0905, -10.4387, -16.3394], [27.6461, -10.7234, -17.2673], [29.2703, -10.2175, -18.0783], [28.2084, -12.6061, -18.1326], [28.6785, -12.7027, -16.4689], [33.6466, -11.7664, -15.7175], [34.5729, -12.2059, -17.1168], [33.9436, -13.4586, -16.0807]],
  "forces_ev_per_angstrom": [[0.7, -0.4, 0.0], [0.9, -0.3, -0.1], [-2.7, -0.2, 0.1], [-0.3, 0.2, 0.6], [1.0, 0.6, -1.3], [0.4, 0.0, 0.4], [2.5, 0.8, 0.3], [-1.2, -0.3, -0.3], [-0.5, -0.4, -1.0], [-0.3, -0.8, 0.1], [-0.5, 0.8, 0.8], [0.6, 0.0, -1.5], [0.0, -1.5, 0.1], [-2.8, 2.0, 0.7], [3.3, -5.0, 0.3], [-0.8, 3.0, -0.5], [-0.5, 1.0, 0.1], [0.2, -0.2, 0.2], [0.4, -0.3, 0.8], [-0.7, 0.5, 0.0], [0.1, 0.4, 0.3], [0.7, 0.1, -0.1], [0.6, 0.7, -0.3], [0.0, -0.3, 0.3], [-0.4, -0.7, 0.0], [-0.6, 0.4, -0.2], [-0.1, -0.3, -0.1], [1.0, 0.2, 0.6], [-1.5, -0.8, -0.3], [2.7, 3.7, 2.5], [-0.4, -2.6, -2.2], [-2.2, -0.9, -0.6], [0.2, -0.4, -0.4], [-0.1, 0.6, 0.9], [-0.6, -0.2, -0.4], [-0.4, 0.2, -0.7], [0.1, -0.1, 0.5], [-0.2, 0.6, 0.2], [0.8, 0.1, 0.5], [0.3, 0.4, -0.4], [0.2, -0.2, 0.2], [0.1, -0.1, 1.0], [0.4, 0.3, 0.5], [-0.1, -0.6, 0.1], [0.0, 0.8, 2.1], [1.1, 0.5, -3.3], [-0.9, -1.2, 1.4], [0.0, 0.6, 0.0], [0.1, 0.2, 0.0], [-0.1, 0.9, -0.4], [-0.6, 0.0, -0.2], [0.9, -0.7, -0.6], [0.6, -0.4, 0.1], [-0.4, -0.2, 0.1], [-0.3, 0.0, -0.5], [-0.9, -0.2, -0.1]]
}


Entry 2:
{
  "formula": "C13H27Cl12O",
  "method": "ωB97M-V/def2-TZVPD",
  "e_lumo_ev": 2.23,
  "total_charge": -1,
  "energy_ev": -166236.059,
  "homo_lumo_gap_ev": 5.7,
  "largest_force_ev_per_a": 3.5,
  "species": ["C", "O", "H", "H", "H", "Cl", "C", "C", "Cl", "H", "H", "H", "H", "Cl", "C", "C", "Cl", "H", "H", "H", "H", "Cl", "C", "C", "Cl", "H", "H", "H", "H", "Cl", "C", "C", "Cl", "H", "H", "H", "H", "Cl", "C", "C", "Cl", "H", "H", "H", "H", "Cl", "C", "C", "Cl", "H", "H", "H", "H"],
  "positions_angstrom": [[0.0097, -0.4675, -0.6447], [-0.1495, 0.1039, -1.9538], [0.5064, 0.1750, 0.0823], [-0.9561, -0.6705, -0.1817], [0.6341, -1.3609, -0.6479], [5.3272, -2.0945, 0.2741], [4.2198, -0.7366, 0.4124], [4.4262, 0.1437, -0.7942], [3.2448, 1.4253, -0.8952], [4.3793, -0.1724, 1.3313], [3.2452, -1.2175, 0.3290], [4.3867, -0.4680, -1.6955], [5.3811, 0.6522, -0.6613], [3.4593, 2.6929, 2.3774], [1.8186, 1.8796, 2.3089], [1.1624, 1.8210, 3.7207], [-0.2880, 0.8764, 3.6745], [1.9748, 0.8334, 2.0460], [1.0716, 2.3121, 1.6433], [0.8875, 2.8424, 3.9837], [1.9804, 1.4058, 4.3095], [-4.3698, 1.9908, -1.1238], [-4.2227, 0.2590, -1.2752], [-5.5209, -0.5977, -0.8884], [-6.7923, -0.3043, -2.1454], [-3.3534, -0.0962, -0.7217], [-3.9714, 0.0203, -2.3086], [-5.9645, -0.4329, 0.0935], [-5.3435, -1.6731, -0.8994], [0.6335, 3.8366, -1.1089], [-0.8478, 3.3824, -0.1301], [-1.9849, 4.2298, -0.6632], [-1.5917, 5.9599, -0.5611], [-0.6754, 3.5592, 0.9315], [-1.0324, 2.3363, -0.3743], [-2.8689, 4.1051, -0.0378], [-2.3856, 4.1085, -1.6696], [-4.1352, -2.7260, 2.2883], [-2.5819, -1.8079, 2.3702], [-1.3359, -2.7166, 2.3777], [-1.3214, -3.7495, 3.8250], [-2.5179, -1.0944, 3.1917], [-2.5360, -1.2564, 1.4312], [-0.4312, -2.1107, 2.3275], [-1.3785, -3.4239, 1.5494], [4.4208, -3.1081, -3.6840], [2.8458, -3.4401, -3.0503], [1.9651, -2.2019, -3.1455], [2.0183, -1.2633, -4.6982], [3.0093, -3.6685, -1.9971], [2.3733, -4.2970, -3.5305], [2.2779, -1.4538, -2.4172], [0.8977, -2.3416, -2.9743]],
  "forces_ev_per_angstrom": [[-0.3, 1.7, -3.0], [0.2, -1.0, 2.4], [0.4, 0.7, 0.4], [-0.6, -0.6, 0.4], [0.1, -0.9, 0.1], [0.8, -0.6, 0.3], [-0.9, 0.1, -0.5], [0.8, 0.0, 0.2], [-0.8, 0.3, -0.1], [-0.1, -0.3, 0.0], [-0.2, 0.4, 0.5], [0.1, 0.2, 0.0], [0.2, -0.3, -0.4], [-1.4, -0.3, 0.0], [-0.6, -0.7, 0.9], [2.1, 1.4, -1.3], [-0.6, -0.7, 0.0], [0.2, 0.3, -0.5], [0.8, 0.3, -0.5], [0.2, -0.2, 0.5], [-0.7, 0.0, 0.8], [-0.3, 0.3, 0.2], [-0.9, -2.4, 0.1], [0.8, 0.8, -0.6], [0.1, 0.0, 0.4], [-0.1, 0.2, 0.3], [-0.2, 0.2, 0.0], [0.2, 0.6, -0.1], [0.5, 0.2, -0.4], [-0.3, -0.5, 0.8], [0.2, 0.2, -1.8], [-1.0, 0.3, 0.6], [0.0, 0.7, 0.2], [0.1, 0.1, -0.2], [0.1, -0.2, 0.1], [0.1, -0.1, 0.3], [0.9, -0.6, -0.1], [0.5, 0.4, 0.3], [1.0, -0.3, -0.8], [-1.2, -0.1, -0.3], [0.2, 0.0, 0.4], [-0.6, -0.3, 0.1], [0.0, 0.1, 0.1], [-0.1, -0.1, 0.1], [0.1, 0.3, -0.1], [1.3, -0.1, -0.5], [-1.4, 0.3, 0.3], [-0.2, 1.2, 0.1], [0.1, -0.7, 0.2], [-0.3, 0.0, 0.0], [0.3, 0.0, -0.2], [-0.1, -0.1, 0.0], [0.1, -0.3, 0.1]]
}


Entry 3:
{
  "formula": "C13H27ClF3O3P",
  "method": "ωB97M-V/def2-TZVPD",
  "e_lumo_ev": -1.59,
  "energy_ev": -50020.325,
  "homo_lumo_gap_ev": 4.0,
  "largest_force_ev_per_a": 3.5,
  "species": ["C", "C", "C", "Cl", "P", "O", "C", "C", "C", "C", "C", "C", "H", "H", "H", "H", "H", "H", "H", "H", "H", "H", "H", "H", "H", "H", "H", "H", "H", "H", "H", "H", "H", "C", "C", "O", "C", "O", "C", "F", "F", "F", "H", "H", "H", "H", "H", "H"],
  "positions_angstrom": [[2.8020, 2.0150, -1.3491], [2.4983, 0.4656, -1.4521], [0.9457, 0.2404, -1.2753], [0.1626, 1.3213, -0.0524], [0.5020, -1.5023, -0.7200], [-1.1644, -1.5247, -0.5364], [-1.8072, -1.9408, -1.7984], [-3.0029, -1.0173, -2.2093], [-3.4433, -1.4841, -3.6574], [-2.7059, 0.5240, -2.1055], [-3.2820, 1.1684, -0.7636], [-3.3265, 1.3790, -3.2833], [2.0871, 2.5838, -1.9978], [3.8663, 2.2079, -1.6361], [2.6854, 2.4090, -0.3141], [2.7305, 0.1926, -2.5175], [3.1401, -0.1504, -0.7838], [0.4861, 0.3524, -2.2931], [0.8886, -2.5041, -1.6486], [1.0555, -1.7242, 0.5853], [-2.2429, -2.9543, -1.5847], [-1.0538, -2.1021, -2.6152], [-3.8584, -1.2772, -1.5298], [-4.4354, -1.0064, -3.8569], [-2.6761, -1.1513, -4.4020], [-3.5804, -2.5870, -3.7388], [-1.6145, 0.7521, -2.1003], [-2.7014, 2.1150, -0.6209], [-4.3535, 1.4197, -0.9651], [-3.1474, 0.4920, 0.1085], [-2.9436, 2.4253, -3.1260], [-4.4408, 1.4691, -3.2059], [-2.9815, 1.0707, -4.2942], [1.1595, 0.9825, 3.3802], [0.8696, -0.3412, 4.0687], [1.8860, -1.3043, 3.8942], [3.0641, -1.2469, 4.7631], [2.7403, -1.1903, 6.0233], [4.0670, -0.1196, 4.3379], [4.1515, -0.0115, 2.9736], [5.3196, -0.4013, 4.7489], [3.7815, 1.1123, 4.7940], [1.6364, 0.8220, 2.4110], [0.2297, 1.5433, 3.2342], [1.8156, 1.6104, 3.9791], [-0.0144, -0.7769, 3.5851], [0.5985, -0.1988, 5.1177], [3.6064, -2.1566, 4.4287]],
  "forces_ev_per_angstrom": [[0.2, -0.3, 0.3], [-0.2, 0.9, -0.6], [0.6, -0.8, -0.4], [0.4, -0.8, -0.7], [-2.6, 1.6, 1.3], [3.2, -0.4, -1.2], [-1.4, -0.8, -0.1], [0.1, -0.5, -0.3], [0.0, 0.5, 0.5], [-0.9, 0.7, 0.1], [0.6, -0.2, -1.2], [0.6, 0.7, 0.6], [0.8, -0.5, 0.4], [-1.0, -0.2, 0.0], [0.0, -0.5, -0.7], [-0.2, -0.1, 1.0], [-0.6, 0.5, -0.2], [0.0, 0.2, 1.1], [0.0, 0.3, 0.4], [-0.2, 0.0, -0.7], [0.5, 0.8, -0.2], [-0.6, 0.6, 0.5], [0.8, 0.3, -0.4], [1.0, -0.4, -0.2], [-0.8, -0.3, 0.5], [0.2, 0.7, 0.2], [-0.7, -0.5, -0.1], [-0.7, -0.7, 0.2], [0.8, -0.3, 0.6], [-0.2, 0.6, -0.5], [-0.4, -0.9, -0.2], [0.9, -0.4, -0.3], [-0.5, 0.1, 0.7], [-0.1, 0.4, 0.2], [-0.1, -0.3, -0.2], [-0.1, 0.3, -1.3], [-0.3, -0.2, 2.1], [0.5, 0.3, -0.6], [-0.5, -0.1, -0.2], [0.1, 0.2, -0.2], [-0.1, 0.0, 0.0], [0.1, 0.0, 0.0], [0.0, 0.0, 0.0], [0.0, 0.0, -0.1], [0.0, 0.0, -0.1], [0.0, -0.1, 0.0], [0.3, 0.0, 0.1], [0.0, -0.2, -0.2]]
}


Entry 4:
{
  "formula": "C13H27ClN4O4P",
  "method": "ωB97M-V/def2-TZVPD",
  "e_lumo_ev": -4.88,
  "total_charge": 1,
  "energy_ev": -49863.250,
  "homo_lumo_gap_ev": 7.2,
  "largest_force_ev_per_a": 5.7,
  "species": ["C", "C", "C", "Cl", "C", "C", "C", "C", "O", "N", "O", "N", "N", "C", "P", "N", "C", "H", "H", "H", "H", "H", "H", "H", "H", "H", "H", "H", "H", "H", "H", "H", "C", "C", "O", "H", "H", "H", "H", "H", "H", "C", "C", "O", "H", "H", "H", "H", "H", "H"],
  "positions_angstrom": [[3.4090, 2.1135, 1.6835], [2.3817, 1.1416, 0.9133], [0.8809, 1.4471, 1.4867], [0.6081, 3.2455, 1.6939], [-0.2400, 0.7180, 0.6154], [-1.4985, 1.4358, 0.0108], [-2.5482, 0.6005, -0.7974], [-3.8025, 1.4444, -1.3772], [-3.7006, 2.8693, -1.1038], [-2.9007, 3.3708, -2.1207], [-3.5863, 3.8702, -2.9608], [-2.4014, -0.8283, -1.0517], [-3.3189, -1.5840, -1.7602], [-1.2122, -1.5206, -0.5377], [-0.8695, -3.3856, -0.8641], [0.4819, -3.3965, -1.7600], [-0.1150, -0.8064, 0.3126], [4.4827, 1.7317, 1.4884], [3.3841, 3.1925, 1.2930], [3.2467, 2.1087, 2.8286], [2.4442, 1.2490, -0.2231], [2.6678, 0.0531, 1.1871], [0.8675, 0.9814, 2.5442], [-1.5821, 2.5557, 0.1959], [-3.7774, 1.3010, -2.5280], [-4.7853, 0.9795, -1.0167], [-3.5052, -2.4589, -1.2225], [-4.2449, -1.1400, -1.8346], [-1.9352, -3.9457, -1.6657], [-0.7312, -4.1227, 0.3604], [0.2652, -3.8237, -2.6825], [0.7784, -1.3959, 0.7007], [-0.2855, -1.6278, -5.1935], [-1.6632, -1.2360, -5.6898], [-2.6665, -1.9235, -4.9494], [-0.1354, -2.7063, -5.2907], [0.4943, -1.1111, -5.7576], [-0.1721, -1.3842, -4.1322], [-1.7799, -1.5003, -6.7426], [-1.8248, -0.1583, -5.5846], [-2.5634, -1.6783, -4.0208], [3.7448, 1.0243, 6.9288], [2.9727, 0.5246, 5.7242], [3.8658, -0.0185, 4.7579], [4.4676, 1.7882, 6.6310], [3.0704, 1.4491, 7.6761], [4.3122, 0.2104, 7.3893], [2.4246, 1.3450, 5.2545], [2.2548, -0.2495, 6.0140], [4.3406, -0.7485, 5.1774]],
  "forces_ev_per_angstrom": [[0.8, -0.2, -0.3], [0.1, 0.3, 0.8], [0.4, -1.6, -0.2], [-0.3, -1.4, -0.4], [-2.6, -1.5, -2.0], [1.3, -4.3, -0.2], [2.2, 1.2, 1.5], [0.6, -1.6, -1.0], [-1.2, -2.9, 1.3], [-0.7, 2.2, -3.4], [1.8, -0.9, 1.9], [3.6, 3.0, 3.3], [-1.2, -1.1, 0.2], [0.7, 2.5, 2.3], [2.5, 0.1, -3.1], [-2.0, -0.3, 0.9], [-3.3, 2.0, -1.5], [-1.8, 0.5, 0.4], [-0.2, -1.7, 0.6], [0.2, -0.1, -1.9], [-0.2, 0.0, 1.6], [-0.7, 1.7, -0.4], [-0.2, 0.9, -1.6], [-0.3, -1.9, -0.5], [-0.2, 0.1, 1.8], [1.3, 1.2, -0.2], [0.3, 0.9, -0.6], [0.7, 0.2, 0.0], [0.0, 0.5, 1.2], [-0.6, 0.9, -0.2], [0.3, 0.5, 0.8], [-1.5, 0.7, -0.8], [0.1, 0.0, -0.1], [0.2, 0.0, 0.3], [-0.3, -0.1, 0.1], [0.0, 0.1, -0.1], [0.0, 0.0, 0.1], [0.1, 0.1, 0.0], [-0.2, 0.0, 0.2], [0.1, 0.1, -0.2], [0.0, -0.1, -0.2], [0.0, 0.2, 0.1], [0.3, -0.2, 0.3], [-0.1, -0.1, -0.3], [-0.1, 0.0, 0.0], [0.1, 0.0, 0.0], [-0.1, 0.0, 0.0], [0.1, -0.1, -0.1], [-0.1, 0.1, 0.1], [-0.1, 0.2, -0.1]]
}


Entry 5:
{
  "formula": "C13H27N3O5PS",
  "method": "ωB97M-V/def2-TZVPD",
  "e_lumo_ev": -2.65,
  "total_charge": 1,
  "de_lowest_kcal_mol": 0.0,
  "energy_ev": -48745.742,
  "homo_lumo_gap_ev": 10.0,
  "largest_force_ev_per_a": 1.5,
  "species": ["C", "C", "C", "C", "C", "C", "N", "C", "N", "P", "C", "O", "N", "S", "C", "O", "O", "H", "H", "H", "H", "H", "H", "H", "H", "H", "H", "H", "H", "H", "H", "H", "H", "H", "H", "H", "H", "H", "O", "C", "O", "C", "C", "C", "H", "H", "H", "H", "H", "H"],
  "positions_angstrom": [[3.8900, -1.3173, -1.6204], [3.0903, -1.9194, -0.4399], [2.0224, -0.9685, 0.0930], [0.8567, -0.8311, -0.9190], [0.4765, 0.6394, -1.1151], [-0.3105, 1.0915, 0.1177], [-1.6873, 0.6183, -0.1982], [-1.7323, 0.3671, -1.5355], [-2.7273, -0.2336, -2.1336], [-4.1057, -0.8750, -1.1714], [-5.1743, 0.5859, -1.1551], [-4.8183, -1.7998, -2.3091], [-0.6039, 0.9006, -2.1272], [-0.3255, 0.8662, -3.7992], [0.5510, -0.6045, -4.2177], [-1.6319, 0.8159, -4.3899], [0.5424, 1.9624, -4.0544], [3.9066, -1.9730, -2.4890], [3.4511, -0.3630, -1.9303], [4.9127, -1.0951, -1.3225], [3.7720, -2.1907, 0.3656], [2.6182, -2.8450, -0.7769], [2.4589, 0.0103, 0.3118], [1.6178, -1.3634, 1.0159], [0.0118, -1.4118, -0.5356], [1.1542, -1.3142, -1.8469], [1.3891, 1.1978, -1.3074], [0.0395, 0.6481, 1.0457], [-0.3005, 2.1761, 0.2195], [-1.9593, -0.1988, 0.3484], [-2.6594, -0.2691, -3.1502], [-5.1223, 1.1810, -2.0670], [-6.1975, 0.2247, -1.0305], [-4.9292, 1.2010, -0.2887], [-4.3813, -1.8410, -3.1674], [1.4923, -0.6215, -3.6760], [-0.0502, -1.4906, -4.0277], [0.7556, -0.4910, -5.2818], [0.6877, -0.4993, 2.8706], [0.6487, 0.1896, 3.8591], [-0.5117, 0.5215, 4.4438], [-0.2790, 1.4282, 5.5469], [1.1743, 1.1986, 5.9419], [1.8057, 0.8203, 4.6030], [-0.4598, 2.4440, 5.1914], [-0.9917, 1.1960, 6.3327], [1.6243, 2.0642, 6.4213], [1.2419, 0.3562, 6.6305], [2.1374, 1.6939, 4.0377], [2.6300, 0.1176, 4.6871]],
  "forces_ev_per_angstrom": [[-0.3, 0.1, 0.3], [0.3, 0.2, -0.4], [-0.2, -0.4, -0.3], [0.3, -0.1, 0.0], [0.1, -0.2, 0.8], [0.2, 0.4, 0.0], [0.7, -1.0, -0.2], [0.0, 0.9, 0.1], [-0.1, -0.1, 0.2], [-0.2, -0.2, 0.2], [-0.1, 0.1, -0.1], [0.4, 0.1, -0.1], [0.1, -1.4, -0.3], [0.2, 0.7, -0.4], [0.0, 0.0, 0.2], [-0.1, -0.2, 0.1], [0.0, -0.1, 0.2], [0.1, 0.0, 0.0], [0.0, 0.0, -0.1], [0.1, 0.0, -0.1], [0.0, 0.0, 0.0], [-0.1, 0.0, 0.2], [0.0, 0.0, 0.0], [0.1, 0.1, 0.2], [-0.1, 0.1, -0.1], [0.0, 0.1, -0.1], [-0.3, 0.4, -0.2], [0.0, -0.1, 0.0], [-0.2, 0.0, 0.0], [-0.4, 0.3, 0.2], [-0.1, 0.2, 0.0], [0.0, 0.0, 0.0], [0.0, 0.0, 0.0], [0.0, 0.0, 0.0], [-0.3, -0.1, -0.1], [0.0, 0.0, -0.1], [0.0, 0.0, 0.0], [-0.1, 0.0, 0.0], [-0.1, 0.2, 0.1], [0.1, 0.0, -0.1], [-0.1, 0.0, 0.0], [0.0, 0.1, 0.1], [0.0, 0.0, 0.0], [-0.1, -0.1, 0.3], [0.0, 0.0, 0.0], [0.0, -0.1, -0.1], [0.0, 0.0, 0.0], [0.0, 0.0, 0.0], [0.0, 0.0, 0.0], [0.0, 0.0, -0.1]]
}